The following is a quantum chemistry calculation of a cluster of 2 separate species, C5H15NO in total, from OMol25.

XYZ file:
```
22
C5H15NO, DFT ωB97M-V/def2-TZVPD
C -2.492 -0.349 1.059
C -1.353 -0.799 0.179
N -0.128 -0.882 0.953
C 1.192 -0.895 0.305
C 1.175 -0.539 -1.172
C 2.158 -0.021 1.088
H -3.408 -0.270 0.484
H -2.707 -1.026 1.883
H -2.300 0.643 1.482
H -1.283 -0.057 -0.635
H -1.625 -1.745 -0.282
H -0.173 -0.222 1.715
H 1.563 -1.928 0.392
H 0.989 0.540 -1.286
H 0.360 -1.015 -1.718
H 2.081 -0.815 -1.699
H 3.051 0.154 0.476
H 2.462 -0.556 1.990
H 1.731 0.963 1.313
O -0.527 2.611 -1.989
H 0.391 2.888 -2.033
H -1.033 3.342 -2.368
```

Calculated values
E_LUMO ... 0.70 eV
Frontier orbital gap ... 8.85 eV
Structure (SMILES) ... CCNC(C)C.O
Highest occupied orbital energy ... -8.15 eV
DFT total energy ... -8965.5327 eV
Energy above the lowest of the compared OMol25 structures with the same formula, charge and spin ... 0.826 eV